Below is one molecule with the formula C3H6N2O3 at a distorted geometry, with properties calculated with the ωB97M-V functional and the def2-TZVPD basis.

XYZ file:
```
14
Properties=species:S:1:pos:R:3:forces:R:3
C -1.7056 -0.6136 -0.0034 2.66 2.24 -2.88
C -1.1428 0.7787 -0.3233 3.08 -1.65 -0.74
C 1.9590 -0.6017 0.5362 1.37 -1.53 -2.31
H -0.1272 -1.5085 -0.4913 2.54 0.61 -0.89
H -1.0622 1.2165 0.6173 -0.82 1.65 1.48
H -1.6136 1.3374 -1.1057 -0.91 0.08 -0.01
H 0.6781 1.4525 -1.3335 -0.91 -1.91 1.64
H 1.0265 1.1783 1.1445 0.14 0.61 1.27
H 2.0871 -0.5929 1.7768 1.21 -1.40 -3.04
N 0.2885 0.6091 -0.7625 1.47 1.67 0.83
N 1.0794 0.4226 0.5181 -1.49 -0.87 -5.18
O -1.0286 -1.6475 -0.3438 -0.06 -2.88 0.11
O -2.7851 -0.7517 0.3448 -6.05 0.03 2.61
O 2.3466 -1.2791 -0.5743 -2.22 3.35 7.12
```
Forces are in eV/Å.

Results
- charge = 0
- SMILES string = O=CNNCC(=O)O
- energy above the lowest of the compared OMol25 structures with the same formula, charge and spin (kcal per mole) = 100.9
- E_tot (Eh) = -453.0402
- HOMO (eV) = -10.16

Below is C22H31F4N4OPdS2 as an isolated structure, with properties calculated with the ωB97M-V functional and the def2-TZVPD basis.

XYZ file:
```
65
Properties=species:S:1:pos:R:3:forces:R:3
Pd -0.1893 0.8660 -0.9099 0.03 -0.02 0.09
C 0.4751 1.2697 -4.2959 0.00 -0.03 -0.02
C 1.3954 0.3024 -3.5765 -0.04 0.02 0.03
N 1.6874 0.6628 -2.1621 0.07 -0.03 0.06
C 2.6481 1.7958 -2.1502 -0.02 0.00 0.01
C 2.7744 2.5673 -0.8339 0.01 -0.03 -0.02
C 2.2452 -0.5322 -1.4984 0.00 0.06 -0.03
C 2.2802 -0.4430 0.0151 -0.01 0.00 0.06
N 0.9596 -0.0553 0.5028 0.07 0.00 -0.14
C 0.5846 -0.3376 1.7845 -0.03 0.04 0.07
C -0.7419 -0.0505 2.1712 0.02 0.00 -0.03
F -1.5723 0.5261 1.2852 -0.03 0.01 -0.02
C -1.2357 -0.3417 3.4207 0.03 -0.05 0.05
F -2.5148 -0.0684 3.6857 -0.01 0.01 -0.01
C -0.4376 -0.9259 4.3846 -0.05 0.01 0.01
C 0.8741 -1.1929 4.0487 0.03 0.01 -0.01
F 1.6882 -1.7444 4.9496 0.00 0.00 0.01
C 1.3860 -0.9022 2.7998 -0.01 0.01 0.00
F 2.6840 -1.1554 2.5942 0.02 -0.02 -0.01
H 0.4212 0.9816 -5.3462 -0.01 0.01 0.00
H 0.8112 2.3052 -4.2576 0.02 0.00 0.00
H -0.5289 1.2167 -3.8800 0.00 0.01 -0.01
H 2.3527 0.1998 -4.1036 -0.01 0.00 -0.02
H 0.9131 -0.6732 -3.5624 0.02 -0.01 -0.01
H 2.3323 2.4771 -2.9347 -0.05 0.02 0.02
H 3.6255 1.4013 -2.4532 0.00 0.03 -0.03
H 1.9209 2.3651 -0.1865 0.00 0.02 -0.01
H 2.7954 3.6394 -1.0258 0.03 0.00 -0.01
H 3.6845 2.3150 -0.2913 -0.02 -0.02 0.02
H 3.2502 -0.7498 -1.8819 0.01 0.00 0.01
H 1.5930 -1.3633 -1.7668 0.03 -0.02 -0.01
H 3.0342 0.2653 0.3661 0.01 -0.01 0.02
H 2.5727 -1.4231 0.3928 -0.02 -0.01 0.00
H -0.8212 -1.1579 5.3677 0.00 0.00 0.00
C -0.5512 -4.4339 3.2492 -0.01 0.01 -0.04
C -1.0248 -3.6918 2.0301 0.00 -0.02 0.03
C -2.3001 -3.1371 1.9813 -0.01 0.03 -0.01
C -2.7415 -2.4555 0.8547 0.00 0.00 0.00
C -1.9030 -2.3486 -0.2427 0.04 -0.01 -0.03
C -0.6278 -2.8975 -0.2210 -0.01 0.00 0.03
C -0.1950 -3.5592 0.9147 -0.01 -0.01 -0.01
S -2.4620 -1.4528 -1.6819 0.01 0.07 0.06
C -2.8513 -2.8583 -2.7155 0.00 -0.02 -0.03
O -1.2320 -0.8467 -2.3210 -0.06 -0.01 0.04
H -1.1452 -4.1766 4.1252 0.01 0.01 0.00
H 0.4960 -4.2174 3.4623 0.00 0.00 0.01
H -0.6369 -5.5115 3.0963 0.00 0.00 0.00
H -2.9523 -3.2197 2.8426 0.00 -0.01 -0.01
H -3.7249 -2.0005 0.8378 0.00 0.00 0.01
H 0.0168 -2.7897 -1.0845 -0.01 0.00 -0.01
H 0.8009 -3.9874 0.9413 0.00 0.00 0.00
H -1.9526 -3.4626 -2.8298 -0.01 -0.01 -0.02
H -3.1844 -2.4703 -3.6762 0.00 -0.01 0.00
H -3.6481 -3.4295 -2.2407 0.00 -0.01 -0.01
C -0.3020 5.0293 1.3473 -0.01 0.00 0.01
N -0.5761 3.9273 0.4443 0.01 -0.03 -0.02
C -1.3569 3.9984 -0.6301 0.00 0.06 0.03
N -1.9691 5.1611 -0.8861 -0.01 -0.05 0.01
S -1.6035 2.6870 -1.6877 -0.01 0.01 -0.11
H 0.4289 4.7007 2.0801 0.00 0.00 0.00
H -1.2011 5.3393 1.8843 0.00 0.00 0.00
H 0.1147 5.8836 0.8105 0.01 0.00 0.00
H -0.1320 3.0330 0.5892 0.00 -0.02 0.01
H -1.9580 5.9293 -0.2381 0.02 0.01 -0.01
H -2.5726 5.2175 -1.6876 -0.01 -0.01 0.01
```
Forces are in eV/Å.

Results
- charge = +1
- energy above the lowest of the compared OMol25 structures with the same formula, charge and spin (kcal per mole) = 0.0
- E_tot (Eh) = -2474.6594
- multiplicity = 3
- HOMO (spin up / spin down) (eV) = -10.81 / -10.72

Below is one molecule with the formula C4H9BO at a distorted geometry, with properties calculated with the ωB97M-V functional and the def2-TZVPD basis.

XYZ file:
```
15
Properties=species:S:1:pos:R:3:forces:R:3
B 0.7138 -0.0889 -0.3328 2.37 2.07 -0.53
C -0.2021 -0.7889 0.6633 -1.13 -2.34 0.55
C -1.4686 -0.0383 0.4643 -2.32 0.01 -1.62
C -1.3868 0.3514 -1.0517 -1.23 -1.76 1.03
C 2.2831 0.3184 0.0207 -2.97 1.99 -1.75
O -0.0419 0.5003 -1.3246 2.55 -0.29 0.14
H -0.4210 -1.8552 0.4815 0.54 0.09 -0.27
H 0.0066 -0.7330 1.6971 0.98 -0.09 1.14
H -2.4778 -0.5198 0.7041 1.51 0.39 -0.18
H -1.3554 0.8256 1.0723 -0.44 1.19 0.37
H -1.7938 -0.4794 -1.6814 -0.05 0.79 0.32
H -1.8097 1.2949 -1.2413 -1.17 0.96 -0.50
H 2.9641 0.8745 -0.6164 -0.54 0.28 -0.58
H 2.7729 -0.5303 0.2057 2.01 -3.59 1.16
H 2.2166 0.8686 0.9391 -0.09 0.29 0.73
```
Forces are in eV/Å.

Results
- charge = 0
- SMILES string = CB1CCCO1
- energy above the lowest of the compared OMol25 structures with the same formula, charge and spin (kcal per mole) = 5.7
- E_tot (Eh) = -257.9160
- HOMO (eV) = -10.53

Below is C28H22ClF5FeNO3SSi as an isolated structure at a distorted geometry, with properties calculated with the ωB97M-V functional and the def2-TZVPD basis.

XYZ file:
```
63
Properties=species:S:1:pos:R:3:forces:R:3
Fe 0.1989 -0.3615 -0.5200 -1.18 1.38 0.35
Cl -3.5493 -2.9022 5.3783 0.08 0.01 -0.03
C -2.4723 -2.2213 4.1880 -0.02 -0.01 0.10
C -1.4695 -1.3167 4.5995 0.00 -0.02 -0.03
C -0.6374 -0.7330 3.6881 0.00 0.01 0.11
C -0.7454 -1.0179 2.2959 0.07 0.13 -0.08
O 0.0295 -0.4350 1.4607 0.38 -0.11 0.24
C -1.7389 -1.9588 1.9130 -0.04 -0.09 0.02
C -1.9072 -2.3254 0.5543 -0.11 0.04 -0.01
O -1.2838 -1.8723 -0.4174 0.35 -0.13 -0.33
C -2.5945 -2.5465 2.8754 -0.02 -0.02 -0.09
H -1.3631 -1.0975 5.6544 -0.04 0.04 -0.01
H 0.1262 -0.0322 3.9993 0.00 -0.01 -0.01
H -2.6779 -3.0844 0.3514 -0.01 0.03 -0.05
H -3.3535 -3.2486 2.5502 0.00 0.01 0.00
F 6.8837 -2.6488 -0.4370 0.11 0.03 -0.01
C 5.5867 -2.8679 -0.4936 -0.14 0.08 -0.01
C 4.7225 -1.8040 -0.7590 0.04 -0.11 0.00
F 5.2303 -0.5981 -0.9539 0.05 0.07 -0.05
C 3.3755 -2.0519 -0.8123 -0.15 -0.10 0.07
F 2.5349 -1.0463 -1.0828 0.30 -0.25 -0.04
C 2.8275 -3.3347 -0.5880 0.16 0.14 -0.01
S 1.1555 -3.5439 -0.6100 -0.10 -0.08 -0.04
C 3.7401 -4.3770 -0.3340 -0.04 0.05 0.01
F 3.3005 -5.6029 -0.1258 -0.03 -0.07 0.01
C 5.0967 -4.1484 -0.2875 0.07 -0.07 0.01
F 5.9444 -5.1394 -0.0438 0.04 -0.04 0.02
C 3.0315 1.3904 -2.4236 0.37 0.01 0.08
Si 2.3489 1.9820 -0.7691 -0.44 -0.05 -0.13
C 2.9497 3.7469 -0.5885 0.09 0.13 0.05
C 2.9842 1.0898 0.7614 0.30 -0.06 -0.08
N 0.6405 1.6576 -0.8242 0.09 -0.52 -0.07
C -0.3754 2.5887 -0.9893 0.42 0.04 0.06
C -0.2056 3.9809 -1.0466 -0.08 -0.01 -0.02
C -1.2801 4.8516 -1.1810 0.12 0.01 0.00
C -2.5738 4.3752 -1.2752 -0.06 -0.05 0.01
C -2.7824 3.0006 -1.2453 -0.08 0.05 -0.07
C -1.7024 2.1587 -1.1073 0.14 -0.11 0.00
O -1.7970 0.7752 -1.1257 -0.45 -0.74 0.00
C -3.0461 0.1871 -0.9731 -0.05 0.25 -0.01
C -3.7811 0.4011 0.1805 0.01 -0.10 0.10
C -4.9925 -0.2572 0.3402 0.00 0.03 -0.03
C -5.4598 -1.1161 -0.6473 0.02 0.00 0.00
C -4.7151 -1.3077 -1.8044 0.05 -0.02 0.04
C -3.5017 -0.6540 -1.9704 -0.05 0.06 -0.07
H 4.0957 1.1374 -2.3827 -0.05 0.04 -0.04
H 2.9169 2.1915 -3.1590 -0.05 0.00 0.03
H 2.4899 0.5220 -2.7956 -0.01 0.04 -0.06
H 4.0360 3.7341 -0.4496 -0.03 -0.05 0.00
H 2.5123 4.2477 0.2779 0.05 0.00 0.00
H 2.7422 4.3464 -1.4768 0.06 0.00 0.02
H 4.0522 0.8615 0.6944 -0.02 0.05 0.03
H 2.4487 0.1665 0.9816 -0.02 0.03 0.09
H 2.8437 1.7438 1.6257 -0.05 0.01 -0.03
H 0.7903 4.3812 -0.9810 -0.09 0.10 0.01
H -1.0969 5.9187 -1.2165 0.04 -0.02 0.02
H -3.4134 5.0492 -1.3755 0.00 0.00 -0.01
H -3.7826 2.5989 -1.3338 0.02 -0.02 -0.02
H -3.3927 1.0607 0.9466 -0.02 0.01 -0.01
H -5.5751 -0.0919 1.2378 0.03 -0.04 0.01
H -6.4007 -1.6342 -0.5140 0.00 0.03 -0.02
H -5.0758 -1.9702 -2.5810 0.00 0.00 0.02
H -2.8928 -0.7980 -2.8534 -0.03 0.00 -0.01
```
Forces are in eV/Å.

Results
- charge = 0
- energy above the lowest of the compared OMol25 structures with the same formula, charge and spin (kcal per mole) = 58.5
- E_tot (Eh) = -4271.5677
- multiplicity = 6
- HOMO (spin up / spin down) (eV) = -6.94 / -7.00

Below is C5H8FO3Tl as an isolated structure at a distorted geometry, with properties calculated with the ωB97M-V functional and the def2-TZVPD basis.

XYZ file:
```
18
Properties=species:S:1:pos:R:3:forces:R:3
C -3.9419 -0.7257 2.3616 2.24 -1.18 -2.23
C -4.8389 0.4607 2.5538 -0.02 0.50 -0.39
H -3.2300 -0.8489 3.1876 -0.12 0.17 -0.20
H -4.5274 -1.6521 2.3127 -0.03 0.22 0.06
H -5.6938 0.4465 1.8642 0.22 0.05 0.14
H -5.2157 0.5233 3.5853 0.13 -0.14 -0.29
F -4.1315 1.6530 2.3127 -0.13 -0.30 0.04
O -2.5746 -1.7440 -1.4891 -0.03 -0.37 0.43
C -2.1853 -1.1574 -2.6110 -0.29 0.18 0.10
C -1.9166 -1.1632 -0.4044 0.50 -0.15 -0.33
O -2.6084 -1.4691 -3.7039 0.07 -0.08 -0.13
O -1.3278 -0.1907 -2.3905 0.23 0.37 -0.39
C -1.1163 -0.0262 -0.9737 0.10 0.00 0.56
Tl -2.5152 -1.0365 -6.1450 -0.01 0.00 -0.02
H -3.2139 -0.7868 1.2933 -2.48 0.76 3.02
H -0.0388 -0.0849 -0.7730 -0.28 -0.02 -0.01
H -1.4851 0.9669 -0.6795 0.07 -0.23 -0.11
H -1.5828 -1.8649 0.3574 -0.17 0.22 -0.24
```
Forces are in eV/Å.

Results
- charge = +1
- E_tot (Eh) = -693.0830
- multiplicity = 2
- HOMO (spin up / spin down) (eV) = -12.00 / -13.82